1.
Formula: C13H52N22O13
Source: the Open Molecules 2025 dataset
Level of theory: wB97M-V/def2-TZVPD

Output
- Gap between HOMO and LUMO (alpha / beta): 0.054 / 0.299 Eh
- Net charge: -1
- 2S+1: 2
- HOMO level (alpha / beta): -0.0509 / -6.7690 eV
- Strongest force on any atom: 10.0 eV/A

Last column: Mulliken spin population.
CARTESIAN COORDINATES (ANGSTROEM)
C 4.870 6.267 12.807  0.000
O 5.181 6.145 11.419  0.002
H 4.503 5.318 13.199  -0.001
H 5.767 6.573 13.345  0.001
H 4.175 7.082 13.007  -0.001
H 5.375 7.041 11.133  0.006
C 5.780 9.600 16.033  0.003
O 5.849 10.062 17.351  -0.025
H 6.748 9.329 15.609  0.007
H 5.116 8.762 15.822  0.008
H 5.530 10.433 15.375  0.021
H 6.484 9.507 17.809  0.001
C 4.908 5.685 7.403  0.064
O 4.867 4.552 6.994  -0.004
N 5.482 5.998 8.504  -0.003
N 4.736 6.789 6.833  -0.024
H 5.428 5.479 9.369  0.001
H 5.736 6.968 8.627  0.000
H 4.612 6.815 5.831  -0.031
H 4.246 7.542 7.295  0.021
C 6.269 9.495 11.611  -0.249
O 5.762 8.684 10.931  0.024
N 7.513 9.859 11.416  -0.025
N 5.623 10.251 12.410  -0.074
H 8.112 10.438 11.987  -0.050
H 7.971 9.554 10.568  0.062
H 6.119 11.051 12.775  0.009
H 4.649 10.031 12.560  0.022
C 11.875 11.367 8.432  0.571
O 13.073 11.155 8.302  -0.116
N 11.031 11.632 7.508  0.088
N 11.217 11.139 9.508  -0.121
H 11.439 11.835 6.607  -0.178
H 10.137 12.015 7.778  -0.108
H 10.215 11.024 9.466  -0.043
H 11.731 10.579 10.173  0.095
C 1.704 9.617 12.736  0.156
O 2.893 9.756 12.391  -0.057
N 0.773 8.951 12.101  -0.020
N 1.298 10.233 13.749  0.009
H 1.011 8.627 11.174  0.001
H -0.163 8.834 12.462  -0.006
H 0.419 9.951 14.159  -0.003
H 1.995 10.703 14.308  -0.004
C 2.868 9.155 8.420  0.195
O 1.936 9.363 7.717  -0.032
N 3.087 8.215 9.334  -0.009
N 3.960 9.867 8.267  -0.262
H 2.289 7.595 9.349  0.002
H 3.993 8.012 9.733  -0.002
H 4.676 9.829 8.979  0.001
H 4.042 10.688 7.684  0.035
C 7.875 9.991 7.617  3.945
O 8.390 10.133 8.702  -1.564
N 7.585 10.913 6.700  0.052
N 7.718 8.774 7.147  -0.502
H 7.852 11.884 6.771  -0.625
H 7.151 10.484 5.895  -0.571
H 7.470 8.706 6.171  0.000
H 8.238 8.089 7.677  -0.008
C 1.510 13.187 11.388  -0.003
O 1.534 14.255 10.882  -0.011
N 0.469 12.703 12.017  0.009
N 2.563 12.492 11.446  -0.003
H -0.211 13.377 12.340  0.002
H 0.510 11.827 12.517  -0.005
H 2.556 11.614 11.946  -0.030
H 3.332 12.713 10.830  0.038
C 10.017 11.219 14.225  0.183
O 9.522 10.497 13.354  -0.082
N 9.426 12.193 14.826  -0.040
N 11.204 10.974 14.703  0.000
H 8.551 12.543 14.463  0.004
H 9.808 12.685 15.621  -0.020
H 11.634 11.610 15.359  -0.007
H 11.775 10.226 14.335  -0.006
C 6.340 13.582 13.675  0.202
O 7.026 12.850 12.951  -0.065
N 6.615 13.986 14.843  -0.008
N 5.258 14.224 13.226  -0.084
H 6.262 14.890 15.122  -0.020
H 6.692 13.307 15.587  -0.001
H 5.084 14.021 12.252  0.001
H 4.616 14.704 13.841  -0.003
C 5.690 13.076 9.675  1.405
O 4.906 13.572 10.428  -0.404
N 5.974 13.370 8.446  0.329
N 6.547 12.215 10.027  -0.708
H 6.735 12.886 7.991  -0.307
H 5.256 13.866 7.936  -0.055
H 6.368 11.786 10.924  0.192
H 7.403 12.124 9.499  -0.175
C 11.785 8.105 11.815  0.019
O 10.861 7.373 11.710  -0.018
N 11.754 9.341 12.017  -0.017
N 13.012 7.610 11.781  0.001
H 12.586 9.824 12.322  -0.005
H 10.934 9.797 12.392  0.009
H 13.787 8.059 12.248  -0.003
H 13.065 6.610 11.651  0.001

***

2.
Formula: C13H52O13
Source: the Open Molecules 2025 dataset
Level of theory: wB97M-V/def2-TZVPD

Output
- Gap between HOMO and LUMO: 0.379 Eh
- ΔE to the lowest compared entry with this formula, charge and spin: 4.914 eV
- Net charge: 0
- HOMO level: -10.1476 eV
- Strongest force on any atom: 2.5 eV/A

Last column: Löwdin charge in e.
CARTESIAN COORDINATES (ANGSTROEM)
C 3.227 -4.725 -4.431  -0.206
O 4.174 -4.195 -5.285  -0.101
H 2.579 -4.049 -3.872  0.079
H 2.505 -5.347 -4.960  0.072
H 3.671 -5.366 -3.669  0.074
H 4.782 -4.875 -5.585  0.082
C 6.919 -2.208 -0.685  -0.133
O 7.798 -1.701 0.380  -0.136
H 5.910 -2.338 -0.294  0.070
H 6.969 -1.576 -1.572  0.069
H 7.256 -3.156 -1.103  0.070
H 7.627 -0.761 0.477  0.059
C 3.909 -3.862 4.702  -0.150
O 4.086 -5.293 4.701  -0.135
H 3.039 -3.712 4.063  0.073
H 3.973 -3.327 5.650  0.073
H 4.730 -3.427 4.131  0.072
H 3.403 -5.773 5.175  0.067
C -1.808 4.688 6.312  -0.162
O -1.706 3.792 7.429  -0.123
H -2.626 5.407 6.272  0.072
H -0.912 5.306 6.247  0.069
H -1.774 4.162 5.359  0.076
H -1.558 4.273 8.247  0.070
C 4.328 1.757 -5.745  -0.198
O 5.014 2.541 -6.660  -0.105
H 4.976 1.568 -4.890  0.070
H 3.483 2.244 -5.259  0.079
H 4.075 0.737 -6.036  0.075
H 5.968 2.450 -6.617  0.080
C -6.241 1.566 2.977  -0.167
O -7.383 2.054 2.302  -0.127
H -6.225 0.476 2.970  0.070
H -5.343 1.973 2.512  0.076
H -6.407 1.799 4.029  0.080
H -7.280 1.916 1.357  0.067
C -5.398 0.992 -2.366  -0.143
O -6.318 2.104 -2.132  -0.130
H -5.204 0.495 -1.416  0.069
H -5.876 0.168 -2.896  0.068
H -4.446 1.232 -2.839  0.075
H -6.345 2.575 -2.968  0.062
C -4.378 -5.202 -2.912  -0.140
O -5.024 -4.376 -3.925  -0.136
H -5.150 -5.901 -2.588  0.072
H -3.475 -5.697 -3.269  0.073
H -4.155 -4.691 -1.975  0.071
H -5.743 -4.918 -4.258  0.061
C -3.488 6.131 0.402  -0.148
O -2.188 5.665 0.036  -0.141
H -4.171 5.281 0.409  0.077
H -3.381 6.733 1.304  0.074
H -3.809 6.792 -0.403  0.071
H -2.076 4.714 0.102  0.067
C -1.791 -0.527 -6.880  -0.168
O -1.814 -1.277 -5.696  -0.138
H -2.373 -1.118 -7.589  0.075
H -2.278 0.431 -6.701  0.074
H -0.755 -0.486 -7.217  0.083
H -2.646 -1.707 -5.487  0.072
C 0.114 -0.143 -0.135  -0.182
O -0.489 0.725 0.804  -0.110
H 0.156 0.319 -1.122  0.076
H 1.104 -0.539 0.092  0.073
H -0.474 -1.018 -0.414  0.068
H -0.582 0.311 1.666  0.074
C 5.051 2.665 2.154  -0.180
O 5.979 2.577 1.114  -0.125
H 5.117 1.727 2.705  0.078
H 5.399 3.443 2.834  0.077
H 4.019 2.793 1.826  0.077
H 5.999 3.394 0.609  0.075
C -0.580 -1.453 6.854  -0.126
O -1.131 -0.429 5.944  -0.141
H -0.104 -2.313 6.385  0.066
H 0.186 -0.926 7.423  0.073
H -1.329 -1.950 7.471  0.068
H -1.293 0.386 6.425  0.058

***

3.
Formula: C13H5F3IIrN4O12S2
Source: the Open Molecules 2025 dataset
Level of theory: wB97M-V/def2-TZVPD

Output
- Gap between HOMO and LUMO (alpha / beta): 0.241 / 0.259 Eh
- ΔE to the lowest compared entry with this formula, charge and spin: 1.117 eV
- Net charge: -1
- 2S+1: 6
- HOMO level (alpha / beta): -5.0367 / -6.4718 eV
- Strongest force on any atom: 0.5 eV/A

Last column: natural (NBO) charge in e.
CARTESIAN COORDINATES (ANGSTROEM)
Ir -1.260 0.657 2.781  1.245
F -1.851 -1.760 -2.869  -0.308
C -2.481 -0.651 -3.272  0.976
F -1.832 -0.166 -4.337  -0.309
F -3.703 -1.030 -3.706  -0.327
C -2.617 0.379 -2.180  -0.125
C -3.546 1.397 -2.359  -0.136
C -3.707 2.354 -1.378  -0.246
C -2.937 2.258 -0.228  0.089
N -2.046 1.292 -0.058  -0.426
C -1.890 0.396 -1.000  0.052
S -0.603 -0.824 -0.602  1.546
H -4.140 1.420 -3.263  0.232
H -4.428 3.151 -1.489  0.227
H -3.037 2.959 0.592  0.226
O 2.351 -0.313 3.880  -0.586
C 1.771 0.145 2.925  0.800
O 0.707 0.899 2.989  -0.759
C 2.388 -0.036 1.545  -0.189
C 3.760 -0.227 1.495  -0.140
C 4.375 -0.450 0.279  0.004
C 3.674 -0.502 -0.906  -0.178
C 2.302 -0.305 -0.868  -0.005
C 1.662 -0.077 0.361  0.401
O 0.297 0.069 0.438  -0.663
N 1.567 -0.366 -2.051  0.323
O 2.050 -0.666 -3.154  -0.399
O 0.286 0.098 -1.991  -0.601
N 5.831 -0.650 0.240  0.536
O 6.444 -0.555 1.283  -0.376
O 6.343 -0.874 -0.841  -0.386
H 4.323 -0.229 2.415  0.272
H 4.166 -0.689 -1.848  0.274
O -4.079 0.547 2.030  -0.314
N -3.281 0.304 2.906  -0.143
I -1.607 3.100 3.480  -0.320
O -1.615 -1.284 0.694  -0.956
S -1.006 -2.321 1.814  2.588
O 0.328 -2.598 1.347  -0.980
O -1.037 -1.445 3.021  -0.995
O -1.924 -3.407 1.886  -0.924

***

4.
Formula: C13H5F5NO4RuS
Source: the Open Molecules 2025 dataset
Level of theory: wB97M-V/def2-TZVPD

Output
- Gap between HOMO and LUMO (alpha / beta): 0.228 / 0.226 Eh
- ΔE to the lowest compared entry with this formula, charge and spin: 0.057 eV
- Net charge: +2
- 2S+1: 2
- HOMO level (alpha / beta): -15.6764 / -15.6930 eV
- Strongest force on any atom: 1.4 eV/A

Last column: natural (NBO) charge in e.
CARTESIAN COORDINATES (ANGSTROEM)
Ru -0.016 -0.203 0.239  0.805
O -3.491 2.000 -0.249  -0.581
C -2.302 1.506 -0.136  0.811
O -2.056 0.307 0.039  -0.572
C -1.172 2.475 -0.239  0.083
C -1.232 3.840 -0.461  -0.128
C -0.028 4.531 -0.549  -0.116
C 1.182 3.853 -0.423  -0.149
C 1.149 2.486 -0.203  0.072
N -0.011 1.839 -0.112  -0.405
C 2.281 1.510 -0.059  0.809
O 3.527 1.857 -0.086  -0.560
O 1.998 0.318 0.095  -0.547
H -4.184 1.317 -0.185  0.543
H -2.184 4.342 -0.565  0.280
H -0.030 5.599 -0.721  0.274
H 2.113 4.399 -0.504  0.255
H 3.690 2.802 -0.222  0.524
F 0.049 -3.597 6.223  -0.219
C 0.039 -3.325 4.954  0.398
C 0.004 -1.979 4.548  0.311
F -0.020 -1.029 5.455  -0.253
C -0.007 -1.698 3.212  0.355
F -0.042 -0.414 2.815  -0.295
C 0.017 -2.710 2.230  -0.406
S 0.010 -2.399 0.564  0.498
C 0.051 -4.055 2.679  0.425
F 0.073 -5.021 1.794  -0.244
C 0.063 -4.362 4.022  0.269
F 0.095 -5.607 4.432  -0.236

***

5.
Formula: C13H6AlF6N8O8S3
Source: the Open Molecules 2025 dataset
Level of theory: wB97M-V/def2-TZVPD

Output
- Gap between HOMO and LUMO: 0.327 Eh
- ΔE to the lowest compared entry with this formula, charge and spin: 0.000 eV
- Net charge: -1
- HOMO level: -6.7842 eV
- Strongest force on any atom: 4.2 eV/A

Last column: natural (NBO) charge in e.
CARTESIAN COORDINATES (ANGSTROEM)
Al 10.495 12.120 6.817  1.747
F 6.340 16.675 9.299  -0.325
C 6.087 15.738 8.380  0.717
F 6.574 16.176 7.212  -0.315
F 4.806 15.656 8.332  -0.293
S 6.896 14.242 9.021  2.247
O 8.302 14.494 9.075  -0.928
O 6.115 14.030 10.214  -0.905
N 6.591 13.205 7.819  -1.211
S 7.434 11.907 7.724  2.282
O 7.595 11.195 8.950  -0.880
O 8.633 11.978 6.854  -1.017
C 6.351 10.978 6.625  0.722
F 7.082 10.070 5.958  -0.299
F 5.828 11.880 5.702  -0.323
F 5.388 10.341 7.280  -0.291
N 11.338 12.047 9.783  -0.417
C 10.897 11.979 8.740  -0.188
O 10.558 12.374 4.837  -0.551
N 11.815 12.628 4.841  0.734
O 12.403 13.042 3.850  -0.386
O 12.369 12.509 5.913  -0.476
N 12.156 14.695 8.186  -0.797
C 11.100 15.052 7.409  0.360
N 10.228 14.249 6.857  -0.643
C 9.410 15.011 6.014  0.208
C 8.399 14.456 5.188  -0.202
C 7.598 15.378 4.457  -0.201
C 7.864 16.731 4.423  -0.219
C 8.934 17.308 5.101  -0.233
C 9.625 16.383 5.875  -0.222
S 10.986 16.746 6.901  0.336
H 12.124 13.754 8.677  0.450
H 12.688 15.367 8.663  0.400
H 8.372 13.413 4.958  0.245
H 6.788 14.993 3.779  0.218
H 7.230 17.334 3.780  0.210
H 9.164 18.404 5.208  0.230
O 10.687 10.372 6.398  -0.685
N 11.253 9.540 7.241  0.061
C 11.589 8.451 6.661  -0.092
C 11.470 8.321 5.221  0.260
N 11.284 8.267 4.082  -0.296
C 12.076 7.312 7.450  0.279
N 12.538 6.449 8.017  -0.312

***

6.
Formula: C13H6BrCl3O3PtS3Sb
Source: the Open Molecules 2025 dataset
Level of theory: wB97M-V/def2-TZVPD

Output
- Gap between HOMO and LUMO (alpha / beta): 0.198 / 0.196 Eh
- ΔE to the lowest compared entry with this formula, charge and spin: 0.958 eV
- Net charge: -2
- 2S+1: 2
- HOMO level (alpha / beta): -1.6845 / -1.6698 eV
- Strongest force on any atom: 2.1 eV/A

Last column: natural (NBO) charge in e.
CARTESIAN COORDINATES (ANGSTROEM)
Pt -0.366 -0.880 -2.599  0.975
S -1.334 -4.530 -5.985  -0.982
Sb -0.640 -2.356 -5.603  0.855
S -2.236 -1.339 -3.983  -0.575
S 0.997 -2.528 -3.790  -0.623
Cl 2.975 -1.027 4.075  -0.053
C 1.854 -1.104 2.754  -0.108
C 2.249 -0.714 1.487  -0.238
C 1.357 -0.826 0.443  -0.159
Cl 1.875 -0.368 -1.141  0.070
C 0.017 -1.294 0.593  0.412
O -0.830 -1.388 -0.341  -0.780
C -0.308 -1.642 1.935  -0.138
Cl -1.922 -2.168 2.251  -0.018
C 0.572 -1.568 2.990  -0.247
H 3.240 -0.322 1.314  0.230
H 0.261 -1.856 3.981  0.222
Br 2.207 2.988 -0.127  0.028
C 0.506 2.249 0.307  -0.081
C 0.223 1.995 1.639  -0.259
C -1.009 1.456 1.971  -0.224
C -1.942 1.191 0.982  -0.200
C -1.632 1.436 -0.346  -0.214
C -0.399 1.970 -0.704  -0.094
C -0.129 2.320 -2.179  0.757
O -0.078 3.512 -2.462  -0.683
O 0.009 1.357 -2.977  -0.740
H 0.960 2.210 2.401  0.219
H -1.237 1.247 3.008  0.207
H -2.898 0.761 1.238  0.213
H -2.342 1.217 -1.132  0.227

***

7.
Formula: C13H7BrClCrN3O6S3Se
Source: the Open Molecules 2025 dataset
Level of theory: wB97M-V/def2-TZVPD

Output
- Gap between HOMO and LUMO (alpha / beta): 0.205 / 0.204 Eh
- Net charge: -1
- 2S+1: 2
- HOMO level (alpha / beta): -5.0026 / -4.9839 eV
- Strongest force on any atom: 0.7 eV/A

Last column: natural (NBO) charge in e.
CARTESIAN COORDINATES (ANGSTROEM)
Cr 0.167 -0.072 0.089  0.757
O -1.534 -2.286 2.844  -0.778
Cl -0.461 -1.472 2.420  2.533
O 0.517 -1.312 3.449  -0.825
O -0.937 -0.140 1.974  -0.812
O 0.175 -2.010 1.198  -0.815
S 1.702 2.567 -3.207  -0.141
C 1.128 1.586 -2.026  -0.483
S 1.509 -0.092 -1.776  -0.057
S 0.081 2.046 -0.704  -0.029
Se 1.434 2.912 4.017  0.973
N 2.971 2.049 4.261  -0.625
C 3.049 1.171 3.285  0.136
C 4.126 0.246 3.106  -0.148
C 4.060 -0.589 2.048  -0.254
C 2.929 -0.538 1.158  0.169
N 1.928 0.280 1.281  -0.446
C 1.959 1.165 2.343  0.259
N 1.000 2.029 2.549  -0.566
H 4.944 0.243 3.813  0.228
H 4.828 -1.319 1.839  0.228
H 2.896 -1.224 0.322  0.231
Br -7.632 0.280 1.491  0.018
C -5.961 -0.304 0.788  -0.065
C -5.017 0.641 0.426  -0.271
C -3.798 0.209 -0.074  -0.096
C -3.544 -1.150 -0.223  -0.171
C -4.509 -2.078 0.142  -0.144
C -5.724 -1.662 0.660  -0.259
C -2.224 -1.640 -0.766  0.795
O -2.084 -2.774 -1.165  -0.603
O -1.297 -0.720 -0.773  -0.655
H -5.228 1.695 0.539  0.223
H -3.032 0.922 -0.347  0.234
H -4.290 -3.130 0.018  0.237
H -6.479 -2.375 0.961  0.220

***

8.
Formula: C13H7MoN4O9
Source: the Open Molecules 2025 dataset
Level of theory: wB97M-V/def2-TZVPD

Output
- Gap between HOMO and LUMO (alpha / beta): 0.244 / 0.256 Eh
- ΔE to the lowest compared entry with this formula, charge and spin: 0.112 eV
- Net charge: +1
- 2S+1: 3
- HOMO level (alpha / beta): -13.2543 / -13.4728 eV
- Strongest force on any atom: 0.9 eV/A

Last column: natural (NBO) charge in e.
CARTESIAN COORDINATES (ANGSTROEM)
Mo -0.138 0.102 0.226  1.946
O 2.796 -2.356 -1.083  -0.462
C 1.660 -2.083 -0.869  0.775
O 1.270 -0.772 -0.670  -0.704
C 0.516 -3.043 -0.861  -0.249
C 0.747 -4.297 -1.429  -0.082
C -0.303 -5.195 -1.520  0.018
C -1.589 -4.892 -1.098  -0.112
C -1.811 -3.647 -0.533  -0.032
C -0.761 -2.744 -0.376  0.404
O -0.936 -1.584 0.293  -0.634
N -3.190 -3.283 -0.147  0.533
O -3.457 -2.095 -0.122  -0.367
O -3.932 -4.183 0.147  -0.316
N -0.051 -6.528 -2.114  0.532
O 1.086 -6.767 -2.443  -0.340
O -1.001 -7.266 -2.210  -0.339
H 1.731 -4.554 -1.799  0.290
H -2.399 -5.599 -1.211  0.298
O -1.304 1.241 1.356  -0.488
N -1.118 2.510 1.553  0.222
N -0.078 2.884 0.939  0.239
O 0.546 2.004 0.203  -0.506
C 0.474 4.206 1.095  0.051
C 1.192 4.735 0.033  -0.190
C 1.706 6.014 0.184  -0.183
C 1.493 6.715 1.364  -0.151
C 0.774 6.150 2.410  -0.183
C 0.252 4.872 2.290  -0.189
H 1.337 4.173 -0.877  0.246
H 2.266 6.461 -0.624  0.242
H 1.894 7.712 1.470  0.240
H 0.627 6.698 3.329  0.243
H -0.300 4.410 3.094  0.249